No. 1
Molecular formula: C6H15NO2P
Method: DFT, ωB97M-V/def2-TZVPD

Element x y z (Å)
1 C 0.7057 1.0754 -0.3792
2 C -1.5564 0.7955 1.4496
3 C -2.1745 -1.2770 0.4909
4 C -0.1008 -1.2118 1.5346
5 C 2.3835 -0.1117 -2.2770
6 C -0.4324 -0.0321 -0.5852
7 N -1.0445 -0.4119 0.7293
8 O 1.5366 1.1301 0.5124
9 O 2.2523 2.8654 -1.4796
10 P 0.8986 2.0694 -1.9126
11 H -0.9401 1.2942 2.2580
12 H -1.8616 1.6173 0.7554
13 H -2.3508 0.4873 2.1508
14 H -3.1982 -0.8012 0.5722
15 H -2.0437 -1.9340 -0.3972
16 H -2.1515 -2.0111 1.3541
17 H -0.2704 -1.1118 2.6852
18 H -0.1000 -2.2834 1.4170
19 H 0.9637 -0.9001 1.4365
20 H 2.6914 -0.4225 -1.3223
21 H 3.1379 0.1870 -2.9635
22 H 1.8076 -0.9014 -2.7132
23 H -0.0030 -0.9791 -0.9943
24 H -1.1773 0.3804 -1.1943
25 H 3.0277 2.4869 -1.1277

Values from the calculation:
⟨S²⟩ = 2.08
Lowest unoccupied orbital energy (alpha / beta) = -3.143 / -6.704 eV
Total charge = +1
DFT total energy = -783.721407 hartree
Multiplicity = 3
Orbital gap (alpha / beta) = 0.2621 / 0.1906 Eh

No. 2
Molecular formula: C18H70O26
Method: DFT, ωB97M-V/def2-TZVPD

Element x y z (Å)
1 C 5.9875 -17.5476 7.8786
2 C 4.5384 -17.8109 7.8144
3 O 3.9390 -17.1675 8.8663
4 O 6.5714 -17.9740 9.0643
5 H 6.0986 -16.4942 7.8544
6 H 6.4089 -17.9523 6.9806
7 H 4.4175 -18.8822 7.9717
8 H 4.1413 -17.5461 6.8271
9 H 4.5537 -17.2767 9.6286
10 H 6.7106 -18.9472 9.0080
11 C 8.0184 -14.7031 9.4077
12 C 7.0548 -13.6072 9.6658
13 O 7.7901 -12.3993 9.3733
14 O 9.1312 -14.5468 10.3110
15 H 8.3909 -14.7075 8.3586
16 H 7.6567 -15.7017 9.6380
17 H 6.6019 -13.6510 10.6705
18 H 6.1550 -13.6380 9.0282
19 H 7.2928 -11.6516 9.7338
20 H 9.4344 -13.6515 10.2642
21 C 9.6393 -18.4251 7.5732
22 C 10.1293 -17.4326 8.6702
23 O 11.4565 -17.7438 8.9442
24 O 10.3570 -18.1654 6.3934
25 H 8.6083 -18.2784 7.4019
26 H 9.8571 -19.4729 7.8754
27 H 9.4381 -17.5831 9.5322
28 H 10.1062 -16.4184 8.3229
29 H 11.7971 -17.2592 9.7355
30 H 10.9066 -18.9874 6.2172
31 C 9.5955 -13.9523 5.9782
32 C 8.8617 -15.2229 5.4798
33 O 9.6912 -15.9174 4.6072
34 O 10.7720 -14.2919 6.6978
35 H 8.9613 -13.3913 6.6280
36 H 9.8212 -13.3379 5.0902
37 H 7.9216 -14.9466 4.9350
38 H 8.5332 -15.8109 6.3402
39 H 10.1156 -16.6227 5.1341
40 H 11.2604 -15.0638 6.2795
41 C 14.8304 -19.3622 11.6812
42 C 15.4384 -18.2085 12.4536
43 O 14.8464 -16.9665 12.1141
44 O 13.7710 -19.8500 12.4244
45 H 15.5507 -20.1493 11.5034
46 H 14.5468 -18.8972 10.6962
47 H 16.5186 -18.0682 12.2991
48 H 15.2798 -18.4411 13.5135
49 H 14.4093 -16.6672 12.9468
50 H 13.1406 -20.3236 11.8437
51 C 13.6108 -13.7310 9.5902
52 C 15.0929 -13.6200 9.6205
53 O 15.8112 -14.8256 9.9091
54 O 13.1135 -14.2981 8.3693
55 H 13.2631 -12.6749 9.7598
56 H 13.2535 -14.3215 10.4404
57 H 15.3730 -12.8438 10.3844
58 H 15.4576 -13.2978 8.6067
59 H 15.4578 -15.1567 10.7441
60 H 12.1540 -14.1609 8.3127
61 C 10.2518 -23.7897 7.1415
62 C 10.1257 -22.2551 7.1164
63 O 8.9626 -21.8044 6.5307
64 O 9.1192 -24.4534 7.7933
65 H 11.1887 -24.0819 7.6844
66 H 10.4170 -24.2171 6.1172
67 H 11.0401 -21.8459 6.6942
68 H 10.0033 -21.9066 8.1571
69 H 8.7800 -22.0387 5.6255
70 H 9.4045 -24.4764 8.7248
71 C 11.3310 -17.2803 12.0173
72 C 11.4308 -16.6155 13.3581
73 O 12.7054 -16.8408 14.0407
74 O 12.1818 -16.5645 11.1292
75 H 10.3199 -17.1116 11.6584
76 H 11.4841 -18.3436 12.0219
77 H 10.5402 -16.8143 13.9928
78 H 11.3716 -15.5243 13.2082
79 H 12.7077 -17.7147 14.4625
80 H 13.0983 -16.8515 11.2428
81 C 13.4313 -16.2959 4.7874
82 C 14.7378 -16.7289 5.3355
83 O 14.7263 -17.9942 6.0013
84 O 12.4212 -16.2115 5.7657
85 H 13.1205 -16.9353 3.9552
86 H 13.5907 -15.2650 4.3479
87 H 15.0652 -15.9568 6.0141
88 H 15.4371 -16.7776 4.4927
89 H 14.8871 -17.7696 6.9485
90 H 12.2746 -17.0360 6.2557
91 O 8.5076 -15.7968 12.9903
92 H 8.9465 -15.0269 13.3826
93 H 8.8454 -15.7901 12.1034
94 O 6.7780 -20.9760 8.5025
95 H 6.7583 -21.5750 9.2560
96 H 7.4444 -21.3468 7.9201
97 O 7.1124 -19.9975 4.8968
98 H 8.0204 -19.8126 5.1578
99 H 6.6279 -20.0171 5.7567
100 O 9.1899 -21.2431 10.7405
101 H 9.1028 -20.2538 10.7221
102 H 10.1023 -21.4460 10.5755
103 O 12.0656 -20.4869 9.6182
104 H 12.6962 -20.7457 8.9259
105 H 11.8328 -19.5570 9.3555
106 O 8.1675 -18.1742 11.2274
107 H 7.3941 -17.9691 10.7310
108 H 7.9291 -17.9231 12.1416
109 O 12.5803 -20.0689 5.7443
110 H 13.4712 -19.6171 5.8172
111 H 12.6537 -20.4428 4.8707
112 O 14.7279 -17.0832 8.6996
113 H 14.1706 -16.4554 8.1890
114 H 15.2810 -16.3240 9.0378

Values from the calculation:
Lowest unoccupied orbital energy = 0.249 eV
Energy above the lowest of the compared OMol25 structures with the same formula, charge and spin = 0.00 kcal per mole
DFT total energy = -2683.959694 hartree
Multiplicity = 1
Orbital gap = 0.3495 Eh

No. 3
Molecular formula: C3H4O3
Method: DFT, ωB97M-V/def2-TZVPD

Element x y z (Å)
1 C 0.4924 0.3772 0.0732
2 C 0.5292 -1.0503 -0.2704
3 C -0.8378 0.1232 0.7441
4 H -0.8973 1.9087 -0.8333
5 H 1.1836 0.6756 0.8124
6 H 1.4484 -1.6097 0.0130
7 H 0.2721 -1.2725 -1.2408
8 O 0.3862 1.4352 -0.8763
9 O -0.6258 -1.2049 0.6146
10 O -1.9510 0.6174 0.9635

Values from the calculation:
Lowest unoccupied orbital energy = 0.089 eV
Energy above the lowest of the compared OMol25 structures with the same formula, charge and spin = 88.44 kcal per mole
DFT total energy = -342.315004 hartree
Multiplicity = 1
Orbital gap = 0.3974 Eh

No. 4
Molecular formula: C4H7NS
Method: DFT, ωB97M-V/def2-TZVPD

Element x y z (Å)
1 C -0.2457 -0.6662 1.5277
2 C 0.1375 0.8370 1.3815
3 C -0.2318 0.6030 -0.0330
4 C -0.2959 -1.8031 -0.7654
5 N -0.0916 -0.7717 0.1814
6 S 0.8272 1.6951 -1.6502
7 H -0.4762 1.7274 1.8063
8 H 1.2556 1.0126 1.6123
9 H -1.1303 1.1058 -0.3159
10 H 1.4044 2.3122 -0.6140
11 H -0.4839 -1.2043 -1.7399
12 H 0.5322 -2.4510 -0.8841
13 H -1.2015 -2.3970 -0.5065

Values from the calculation:
Lowest unoccupied orbital energy = 0.513 eV
Energy above the lowest of the compared OMol25 structures with the same formula, charge and spin = 108.37 kcal per mole
DFT total energy = -609.385791 hartree
Multiplicity = 1
Orbital gap = 0.3373 Eh

No. 5
Molecular formula: C19H26BrN3O3
Method: DFT, ωB97M-V/def2-TZVPD

Element x y z (Å)
1 C 1.0482 -2.6831 2.3169
2 C -0.3651 -2.2362 2.1626
3 C -1.4340 -3.2769 2.2109
4 C -1.5237 -3.8819 0.7938
5 O -1.2661 -5.0407 0.5616
6 N -1.9131 -2.9787 -0.1183
7 C -1.8914 -3.2201 -1.5462
8 C -0.9938 -2.1941 -2.2379
9 C -0.9424 -2.4674 -3.7375
10 C -2.3463 -2.4259 -4.3344
11 C -3.2544 -3.4341 -3.6362
12 C -3.3028 -3.1655 -2.1348
13 N -0.7682 -1.0519 1.9130
14 N 0.1303 -0.0303 1.6782
15 C 1.0886 -0.0343 0.7347
16 O 1.3799 -0.9808 0.0291
17 C 1.8222 1.3033 0.5878
18 O 1.2303 2.2815 1.4053
19 C 1.7490 3.5392 1.4253
20 C 2.8431 3.9883 0.7013
21 C 3.2640 5.3040 0.8221
22 C 2.6164 6.2015 1.6566
23 C 3.0652 7.6242 1.7837
24 C 1.5171 5.7532 2.3840
25 C 1.0994 4.4472 2.2646
26 Br -0.3977 3.8112 3.2483
27 H 1.1023 -3.6358 2.8348
28 H 1.6252 -1.9322 2.8574
29 H 1.5016 -2.7909 1.3294
30 H -2.3941 -2.8265 2.4610
31 H -1.1937 -4.0744 2.9107
32 H -2.0340 -2.0225 0.1855
33 H -1.4819 -4.2273 -1.6779
34 H 0.0076 -2.2253 -1.8049
35 H -1.4005 -1.1937 -2.0639
36 H -0.3064 -1.7268 -4.2262
37 H -0.5033 -3.4521 -3.9099
38 H -2.3028 -2.6447 -5.4032
39 H -2.7610 -1.4219 -4.2157
40 H -4.2619 -3.3803 -4.0536
41 H -2.8738 -4.4431 -3.8078
42 H -3.9329 -3.9060 -1.6390
43 H -3.7310 -2.1769 -1.9506
44 H -0.1733 0.8588 2.0580
45 H 1.7866 1.5905 -0.4716
46 H 2.8726 1.1359 0.8639
47 H 3.3728 3.3200 0.0414
48 H 4.1187 5.6301 0.2487
49 H 3.2402 7.8767 2.8281
50 H 3.9813 7.7931 1.2246
51 H 2.2976 8.2973 1.4032
52 H 0.9898 6.4263 3.0429

Values from the calculation:
Lowest unoccupied orbital energy = 0.585 eV
Energy above the lowest of the compared OMol25 structures with the same formula, charge and spin = 0.00 kcal per mole
DFT total energy = -3703.627333 hartree
Multiplicity = 1
Orbital gap = 0.3477 Eh
SMILES = C/C(CC(=O)NC1CCCCC1)=N\NC(=O)COc1ccc(C)cc1Br

No. 6
Molecular formula: C26H23F5MoN2O5S
Method: DFT, ωB97M-V/def2-TZVPD

Element x y z (Å)
1 Mo -0.9136 0.6839 0.7393
2 F 2.7552 5.0874 4.8275
3 C 2.1966 4.1754 4.0447
4 C 2.7832 3.9456 2.8262
5 F 3.9395 4.5684 2.4556
6 C 2.3553 2.8825 2.0761
7 F 3.0545 2.2826 1.1250
8 C 1.1071 2.2522 2.4775
9 O 0.7816 1.1927 1.7679
10 C 0.4007 2.6597 3.6419
11 F -0.7275 2.0547 4.0266
12 C 1.0806 3.5356 4.4649
13 F 0.5458 3.7453 5.6791
14 C -3.3553 -2.5158 1.6526
15 S -3.9859 -0.9148 1.1850
16 C -3.9075 -0.0994 2.7991
17 O -2.7744 -0.4120 0.3636
18 H -3.6982 -2.8147 2.6230
19 H -2.2774 -2.4743 1.6645
20 H -3.6235 -3.2602 0.8683
21 H -4.5216 -0.6085 3.5682
22 H -4.2512 0.9270 2.6709
23 H -2.8630 -0.0518 3.0966
24 O -1.5955 2.7080 0.2953
25 C -1.2074 2.5449 -0.9232
26 O -0.7075 1.4004 -1.2510
27 C -1.3573 3.5806 -1.9308
28 C -1.0114 3.2971 -3.2707
29 C -1.4334 4.1951 -4.2275
30 C -2.0858 5.3673 -3.8192
31 C -2.3486 5.6713 -2.5009
32 C -1.9838 4.7539 -1.5413
33 H -0.3944 2.4417 -3.5006
34 H -1.3191 3.9898 -5.3046
35 H -2.4443 6.0704 -4.5747
36 H -2.7770 6.6161 -2.1604
37 H -2.0910 4.8787 -0.4340
38 C 3.5206 -3.8332 -1.4931
39 N 2.7484 -3.0853 -0.5386
40 N 1.4273 -2.6754 -0.7581
41 C 1.1085 -1.7515 0.2604
42 O -0.0598 -1.2528 0.3767
43 C 2.3684 -1.4513 0.9092
44 C 3.3115 -2.3386 0.4483
45 C 4.7764 -2.4269 0.7343
46 C 0.4249 -3.3845 -1.5328
47 C 0.2972 -4.7801 -1.5055
48 C -0.8363 -5.3965 -2.0258
49 C -1.8541 -4.6731 -2.5887
50 C -1.6555 -3.3037 -2.7900
51 C -0.5823 -2.6480 -2.2364
52 H 4.2850 -3.1720 -1.9440
53 H 2.8777 -4.2149 -2.2802
54 H 4.0692 -4.6250 -0.9813
55 H 2.4791 -0.5779 1.5450
56 H 5.0149 -1.9360 1.6934
57 H 5.3865 -1.9285 -0.0370
58 H 5.1800 -3.4662 0.7612
59 H 1.0192 -5.4318 -1.0272
60 H -0.8844 -6.4780 -1.9997
61 H -2.7455 -5.1711 -2.9581
62 H -2.4432 -2.7868 -3.3272
63 H -0.5783 -1.5675 -2.2052

Values from the calculation:
⟨S²⟩ = 2.08
Lowest unoccupied orbital energy (alpha / beta) = -8.962 / -7.904 eV
Total charge = +2
Energy above the lowest of the compared OMol25 structures with the same formula, charge and spin = 9.84 kcal per mole
DFT total energy = -2455.352514 hartree
Multiplicity = 3
Orbital gap (alpha / beta) = 0.1826 / 0.2272 Eh